Entry 1:
C4H33N2O11 | ωB97M-V/def2-TZVPD

Values from the calculation:
- HOMO: -12.603 eV
- Charge: +1
- 2S+1: 1

Element x y z (Å)
N: -0.42889 -0.02831 -0.60879
C: 0.20399 1.08344 -1.47386
C: -0.40391 0.97521 -2.83468
C: -1.95545 1.33618 -2.84978
O: -2.65507 0.39335 -2.04344
C: 1.70722 0.62616 -1.37003
N: 2.40896 0.85618 -0.06572
H: -0.51606 0.23327 0.38538
H: -1.40586 -0.14789 -0.92646
H: 0.22744 -0.98571 -0.61369
H: 0.11621 2.02550 -0.97792
H: 0.02568 1.80030 -3.52389
H: -0.04848 0.07333 -3.31729
H: -1.90014 2.26570 -2.29446
H: -2.43123 1.29878 -3.84367
H: -3.34463 -0.10038 -2.50493
H: 2.35690 1.19208 -2.02806
H: 1.76793 -0.44885 -1.56288
H: 2.87159 1.74043 -0.09219
H: 3.01969 0.11324 0.25258
H: 1.07566 -2.54739 -0.22503
H: -0.24629 -2.77367 -1.10588
O: 0.63085 -2.32786 -1.05616
H: -1.67929 4.61250 0.17719
H: -2.04741 3.07963 -0.17660
O: -2.08707 3.99966 -0.43984
H: -2.97797 -4.13746 -0.59847
H: -1.54476 -4.52435 -0.28701
O: -2.06519 -3.85841 -0.75692
H: -3.35722 1.49460 1.11793
H: -3.79277 2.00814 2.57946
O: -3.08348 1.89531 1.94463
H: -0.95321 1.10867 3.73921
H: -1.74612 -0.12538 3.76115
O: -1.09107 0.32993 4.30084
H: 1.52358 1.13433 1.79415
H: 1.86590 0.66033 3.27963
O: 1.18865 1.02236 2.69500
H: 1.39262 -4.14907 1.69989
H: 0.23564 -4.98434 1.27631
O: 0.80439 -4.28844 0.93222
H: 2.44417 -1.45495 3.06634
H: 0.98570 -1.75560 2.59853
O: 1.92704 -1.96226 2.43811
H: 4.21878 -1.33389 -2.21875
H: 4.34250 -2.74917 -1.57536
O: 3.91791 -1.89054 -1.49926
H: -0.13708 2.50654 2.01213
H: 0.70224 3.61118 1.56810
O: -0.06259 3.09760 1.25224

Forces on atoms 1 to 6 (eV/Å):
0.180 0.213 1.329
1.812 -2.318 1.570
-0.114 2.256 -2.289
1.789 -1.576 0.114
-0.688 -0.496 0.784
1.201 0.649 0.212

=====

Entry 2:
C19H24BiF4N2O6PS2 | ωB97M-V/def2-TZVPD

Values from the calculation:
- HOMO: -8.703 eV
- 2S+1: 1

Element x y z (Å)
Bi: -0.60523 -0.37891 -1.32966
C: -2.74810 1.26175 -3.27096
N: -2.69051 1.17866 -1.80597
C: -3.99960 0.77370 -1.28079
C: -2.27269 2.47656 -1.26171
C: -0.73091 2.54606 -1.23071
N: -0.30023 1.46986 -0.32639
C: 0.50127 1.77405 0.77562
C: 0.25754 1.20643 2.02617
F: -0.80530 0.40252 2.16749
C: 1.04364 1.49269 3.11844
F: 0.71082 0.97965 4.30278
C: 2.10362 2.37599 3.00672
C: 2.37303 2.93848 1.78120
F: 3.35244 3.84731 1.64436
C: 1.60950 2.61931 0.67894
F: 1.89976 3.10615 -0.54610
H: -3.50714 1.95777 -3.59164
H: -1.76889 1.60593 -3.63049
H: -2.94358 0.26426 -3.73014
H: -4.76531 1.49412 -1.58288
H: -4.27801 -0.20280 -1.66670
H: -3.93485 0.68421 -0.21778
H: -2.74470 3.27838 -1.81804
H: -2.59427 2.56056 -0.21864
H: -0.32164 2.44113 -2.25659
H: -0.43480 3.52776 -0.85358
H: 2.67472 2.63560 3.88457
O: -2.38423 -3.28101 -0.53880
S: -2.62986 -2.28184 0.46818
O: -3.99043 -2.08834 0.87420
O: -2.10345 -0.89988 0.12211
C: -1.63282 -2.62407 1.91726
C: -2.36328 -2.72877 3.10028
C: -1.78470 -3.09216 4.30482
C: -0.43233 -3.34158 4.34441
C: 0.32641 -3.20881 3.19719
C: -0.26727 -2.80638 1.99016
S: 1.02315 -2.42599 0.82362
O: 1.69294 -1.25610 1.35484
O: 1.82022 -3.58371 0.59365
O: 0.27549 -2.09869 -0.45849
H: -3.43512 -2.48626 3.08605
H: -2.38354 -3.12951 5.22103
H: 0.02794 -3.64008 5.30111
H: 1.38254 -3.37635 3.20359
C: 3.62940 0.16325 -0.87050
P: 2.41276 -0.22687 -2.14848
C: 3.19644 -1.67329 -2.90738
C: 2.71115 1.05455 -3.44175
H: 4.64411 0.05003 -1.27500
H: 3.51581 -0.56362 -0.08430
H: 3.44593 1.18527 -0.50489
H: 4.25596 -1.53181 -3.08992
H: 2.67179 -1.86669 -3.86078
H: 3.01908 -2.53781 -2.28174
H: 3.74044 1.25643 -3.65205
H: 2.24374 1.99212 -3.15679
H: 2.29116 0.73073 -4.39915

Forces on atoms 1 to 6 (eV/Å):
-0.568 0.159 -0.999
0.743 -0.879 -0.008
-0.332 0.057 -0.349
0.154 0.014 -0.520
0.540 -0.251 0.408
-0.722 -0.037 0.058

=====

Entry 3:
C8H46IN4O15 | ωB97M-V/def2-TZVPD

Values from the calculation:
- HOMO: -12.195 eV
- Charge: +1
- 2S+1: 1

Element x y z (Å)
N: 1.59245 1.64147 1.89699
C: 2.34292 1.32733 0.58590
C: 1.30087 0.33005 -0.26086
N: 1.37594 -1.10257 0.24605
C: 0.21560 -1.84500 0.43815
N: 0.03292 -3.26547 0.95242
C: -1.21339 -3.11787 1.84681
I: -0.62003 -2.50612 3.86043
C: -2.27137 -2.21897 0.97645
C: -3.12878 -1.01846 1.68979
C: -4.59018 -1.57505 2.28240
C: -5.43714 -0.18446 2.66530
O: -4.72767 0.62175 3.70911
N: -1.23887 -1.40609 0.16711
H: 1.17442 0.74500 2.26461
H: 2.34139 1.92155 2.56834
H: 3.33973 0.75046 0.82269
H: 2.49851 2.32324 -0.02170
H: 1.49808 0.39696 -1.42914
H: 0.22728 0.82750 -0.10177
H: 2.28378 -1.59959 0.48775
H: -0.37879 -3.81260 0.13908
H: -1.52235 -4.23875 1.97754
H: -2.77811 -2.84063 0.11620
H: -2.52517 -0.47417 2.56224
H: -3.43322 -0.13566 0.94613
H: -4.45742 -2.22168 3.26079
H: -5.16612 -2.16038 1.44801
H: -6.50062 -0.44300 3.09126
H: -5.54514 0.50914 1.70162
H: -4.16903 1.34273 3.26776
H: -1.29432 -0.50587 0.71966
O: -3.84838 1.40032 -0.13128
H: -3.46662 2.28858 -0.06611
H: -3.78688 1.18785 -1.07471
O: -5.52636 -3.80078 0.08821
H: -4.97075 -4.50743 0.45005
H: -5.10476 -3.58075 -0.75608
O: 0.88194 -0.83051 6.70762
H: 0.26565 -0.78224 7.45385
H: 0.35053 -1.20517 5.98914
O: -2.94838 4.05982 -1.44891
H: -2.56662 4.94808 -1.38375
H: -2.88688 3.84735 -2.39234
O: 4.55162 2.68937 -0.99209
H: 4.93338 3.57763 -0.92693
H: 4.61312 2.47689 -1.93552
O: -0.38473 -5.13844 -1.71538
H: 0.25234 -4.94932 -2.42062
H: -0.16948 -6.04281 -1.44195
O: -2.80595 5.52274 -4.13281
H: -2.83980 4.98119 -4.93565
H: -2.75612 6.43150 -4.46549
O: 1.84133 -5.01338 4.64858
H: 1.97058 -4.85316 5.59548
H: 1.28622 -4.27351 4.35972
O: 6.35162 4.55961 -1.97503
H: 6.73338 5.44786 -1.90987
H: 6.41312 4.34713 -2.91846
O: 2.69545 -2.51864 -2.24955
H: 2.04891 -2.72789 -2.94035
H: 2.15377 -2.36497 -1.46091
O: 5.27690 -1.91517 -3.37545
H: 5.18113 -2.58116 -4.07280
H: 4.54010 -2.09904 -2.77353
O: -3.42629 7.81140 -3.01541
H: -3.92503 7.06596 -2.64858
H: -2.85055 8.08880 -2.28702
O: 8.11206 -3.62808 -3.32987
H: 8.63083 -2.81509 -3.42428
H: 7.25524 -3.32156 -2.99686
O: 2.74918 4.41584 -2.90648
H: 3.29866 4.08958 -2.17805
H: 2.65029 3.64676 -3.48761

Forces on atoms 1 to 6 (eV/Å):
1.309 -1.135 -0.659
-1.229 -0.961 0.090
0.370 2.575 -0.639
-3.558 -2.270 0.485
-2.721 -0.372 -0.308
-0.348 2.393 -0.574

=====

Entry 4:
C6H8ClN | ωB97M-V/def2-TZVPD

Values from the calculation:
- HOMO (alpha / beta): -6.868 / -9.661 eV
- 2S+1: 1

Element x y z (Å)
C: -1.63536 0.24984 0.67579
C: 0.23882 1.00724 -0.72817
C: -0.73328 0.02758 1.66470
C: 1.07810 0.91293 0.35603
C: -1.14006 0.58220 -0.74587
C: 0.62033 0.23108 1.52638
N: 1.40794 -2.01712 0.84636
Cl: 1.67007 0.01580 2.89288
H: -2.62454 0.13911 0.95862
H: 0.66053 1.27071 -1.74450
H: -1.06159 -0.22978 2.58989
H: 2.12289 1.13049 0.34513
H: -1.41311 -0.39472 -1.31098
H: -1.68637 1.30579 -1.25102
H: 1.94274 -1.86759 -0.03343
H: 0.81505 -2.90522 0.70422

Forces on atoms 1 to 6 (eV/Å):
2.517 0.706 -0.766
3.014 0.093 -0.941
-0.914 0.515 -1.839
-0.867 -1.024 -0.621
-1.503 -3.131 2.028
1.502 0.523 -0.500

=====

no.,E_tot (a.u.)
1,-1109.0950
2,-3051.1458
3,-1977.2743
4,-748.2095